A structure of composition C79H142F8N15O18S8 at a distorted geometry. Source: the Open Molecules 2025 dataset; level of theory: ωB97M-V/def2-TZVPD.

Energy above the lowest of the compared OMol25 structures with the same formula, charge and spin: 0.0 kcal/mol
Strongest force on any atom: 4.0 eV/A
E_HOMO: -17.4 eV
E: -9252.8661 a.u.
Frontier orbital gap: 6.56 eV

Structure (ORCA input):
```
! wB97M-V def2-TZVPD RIJCOSX def2/J DEFGRID3
* xyz 7 1
C -12.671 13.214 27.034
C -12.102 13.813 25.800
C -11.629 15.310 25.974
C -12.934 16.209 25.927
N -12.857 17.528 26.586
C -12.303 17.542 27.970
C -11.920 18.978 28.241
C -11.625 19.611 26.887
C -11.850 18.451 25.903
C -14.247 18.114 26.665
H -12.762 12.101 26.911
H -13.743 13.514 27.221
H -12.082 13.428 27.900
H -12.818 13.681 24.986
H -11.190 13.187 25.434
H -11.047 15.597 25.107
H -11.064 15.327 26.892
H -13.855 15.728 26.246
H -13.096 16.386 24.839
H -13.156 17.354 28.655
H -11.428 16.830 28.058
H -12.684 19.485 28.778
H -10.989 18.889 28.875
H -12.289 20.418 26.718
H -10.600 19.992 26.806
H -12.430 18.718 24.991
H -10.996 17.817 25.666
H -14.149 19.219 26.826
H -14.815 17.678 27.489
H -14.836 17.835 25.764
C -28.860 15.652 31.726
C -27.882 16.765 32.105
C -26.390 16.650 31.584
C -26.237 16.601 30.028
N -24.839 16.492 29.477
C -24.818 15.868 28.077
C -24.997 14.372 28.291
C -24.509 14.048 29.724
C -23.996 15.433 30.250
C -24.250 17.865 29.492
H -28.806 15.381 30.648
H -29.852 16.045 32.027
H -28.648 14.772 32.347
H -27.772 16.926 33.150
H -28.280 17.705 31.687
H -25.941 15.733 32.002
H -25.856 17.532 31.995
H -26.665 17.540 29.663
H -26.796 15.754 29.677
H -23.889 16.096 27.537
H -25.645 16.303 27.479
H -24.339 13.905 27.546
H -26.013 14.012 28.066
H -23.710 13.349 29.743
H -25.309 13.640 30.367
H -22.956 15.579 29.997
H -24.065 15.457 31.338
H -24.624 18.333 28.589
H -23.155 17.790 29.482
H -24.599 18.390 30.365
C -25.549 0.399 21.851
C -26.688 1.120 21.180
C -26.325 1.631 19.815
C -26.188 0.466 18.824
N -25.664 0.825 17.437
C -24.188 0.666 17.477
C -23.612 1.877 16.736
C -24.526 2.995 17.127
C -25.855 2.249 16.918
C -26.236 -0.122 16.515
H -25.132 -0.394 21.241
H -25.867 -0.013 22.805
H -24.646 1.068 21.967
H -26.993 1.979 21.752
H -27.546 0.369 21.194
H -25.467 2.269 19.880
H -27.097 2.290 19.345
H -27.184 0.110 18.594
H -25.710 -0.402 19.162
H -23.876 -0.289 17.093
H -23.896 0.763 18.513
H -23.607 1.696 15.627
H -22.578 2.012 17.071
H -24.441 3.938 16.561
H -24.319 3.231 18.143
H -25.966 2.114 15.877
H -26.722 2.742 17.322
H -25.788 -0.091 15.546
H -27.316 -0.006 16.538
H -26.132 -1.124 16.819
C -14.552 10.648 17.800
N -13.264 9.913 18.225
C -12.666 9.112 17.355
C -11.412 8.593 17.596
C -10.747 8.927 18.734
C -11.411 9.624 19.713
C -12.659 10.191 19.403
C -9.351 8.427 18.960
C -8.873 7.270 18.345
C -7.530 6.911 18.619
N -6.683 7.712 19.340
C -7.146 8.825 19.866
C -8.482 9.248 19.638
C -5.313 7.260 19.685
H -14.882 10.304 16.821
H -14.480 11.675 17.800
H -15.164 10.555 18.712
H -13.145 8.973 16.420
H -10.942 8.108 16.771
H -11.013 9.742 20.730
H -13.241 10.642 20.197
H -9.567 6.617 17.796
H -7.100 5.996 18.244
H -6.493 9.500 20.386
H -8.831 10.210 20.043
H -5.095 7.785 20.606
H -4.651 7.620 18.884
H -5.294 6.216 19.762
C -31.286 11.661 23.243
N -32.478 10.780 23.342
C -32.427 9.439 23.070
C -33.468 8.556 23.278
C -34.549 9.063 24.041
C -34.634 10.468 24.261
C -33.522 11.251 23.985
C -35.670 8.250 24.532
C -35.560 7.603 25.754
C -36.680 6.841 26.233
N -37.801 6.800 25.469
C -37.941 7.515 24.324
C -36.878 8.244 23.845
C -39.005 6.064 26.062
H -31.671 12.522 22.707
H -30.554 11.105 22.633
H -30.880 11.910 24.221
H -31.554 9.074 22.571
H -33.526 7.467 22.920
H -35.476 10.894 24.806
H -33.511 12.289 24.181
H -34.595 7.632 26.242
H -36.705 6.213 27.095
H -38.825 7.460 23.762
H -36.976 9.041 23.122
H -38.880 4.991 26.064
H -39.899 6.187 25.467
H -39.157 6.352 27.115
C -19.760 17.791 21.681
N -19.392 16.952 20.547
C -19.585 15.660 20.436
C -19.465 14.904 19.284
C -19.277 15.528 18.056
C -18.852 16.906 18.224
C -18.909 17.604 19.407
C -19.440 14.930 16.684
C -19.310 15.608 15.464
C -19.739 15.033 14.274
N -20.044 13.748 14.239
C -20.194 13.046 15.379
C -19.875 13.588 16.615
C -20.285 13.026 12.935
H -19.099 18.655 21.643
H -19.644 17.305 22.624
H -20.757 18.132 21.532
H -19.645 15.145 21.404
H -19.480 13.844 19.317
H -18.509 17.489 17.406
H -18.571 18.627 19.477
H -18.993 16.684 15.428
H -19.779 15.632 13.348
H -20.544 12.034 15.342
H -19.873 12.860 17.430
H -19.411 12.364 12.797
H -20.477 13.845 12.206
H -21.230 12.487 13.150
C -21.683 0.703 35.581
C -22.050 0.655 34.071
N -21.122 -0.136 33.223
C -19.810 0.529 33.206
C -20.924 -1.625 33.680
C -20.000 -2.436 32.840
C -21.711 -0.196 31.791
C -22.201 1.139 31.206
O -21.258 2.120 31.267
C -21.426 3.301 30.439
H -21.993 -0.177 36.179
H -22.164 1.639 35.929
H -20.585 0.896 35.651
H -21.882 1.592 33.615
H -23.136 0.281 33.968
H -19.910 1.589 33.349
H -19.327 0.182 32.317
H -19.171 0.132 34.037
H -21.919 -1.991 33.782
H -20.491 -1.466 34.673
H -20.395 -2.809 31.902
H -19.737 -3.331 33.372
H -19.001 -1.976 32.668
H -22.560 -0.906 31.877
H -20.808 -0.531 31.236
H -23.139 1.322 31.671
H -22.419 0.791 30.143
H -21.439 3.112 29.378
H -20.557 3.863 30.684
H -22.370 3.765 30.629
C -19.859 8.821 23.329
C -21.321 8.662 23.408
N -22.154 9.834 23.164
C -21.824 10.442 21.801
C -23.597 9.414 23.234
C -24.232 8.645 22.081
C -21.917 11.002 24.095
C -22.366 10.764 25.535
O -21.453 9.913 26.201
C -21.918 9.426 27.439
H -19.603 9.262 22.361
H -19.398 7.826 23.233
H -19.443 9.411 24.137
H -21.619 8.207 24.359
H -21.559 7.999 22.598
H -20.722 10.617 21.738
H -22.395 11.367 21.734
H -22.018 9.837 20.882
H -24.119 10.406 23.393
H -23.732 8.821 24.095
H -24.086 9.014 21.049
H -25.294 8.615 22.244
H -23.851 7.627 22.080
H -22.476 11.837 23.642
H -20.843 11.255 24.071
H -23.369 10.507 25.597
H -22.356 11.794 26.019
H -21.632 10.167 28.171
H -21.387 8.473 27.516
H -22.978 9.229 27.408
N -22.020 8.517 16.834
S -21.094 9.317 17.693
O -21.100 9.096 19.104
O -20.920 10.671 17.091
F -19.691 8.557 17.428
S -22.859 7.314 17.405
O -23.366 6.474 16.356
O -23.708 7.787 18.419
F -21.765 6.524 18.115
N -20.912 14.931 25.566
S -20.449 14.465 26.986
O -19.121 13.976 27.137
O -21.547 13.849 27.672
F -20.379 15.979 27.592
S -20.173 14.724 24.191
O -20.719 15.591 23.180
O -19.949 13.379 23.820
F -18.739 15.359 24.425
N -28.433 8.499 23.779
S -28.112 10.010 24.159
O -26.770 10.312 24.581
O -29.154 10.636 24.936
F -28.173 10.794 22.808
S -29.123 7.957 22.364
O -29.298 8.905 21.317
O -30.212 7.052 22.669
F -27.919 6.956 21.706
N -15.622 11.271 20.749
S -17.171 11.213 20.420
O -18.029 11.509 21.509
O -17.391 10.082 19.566
F -17.386 12.346 19.316
S -15.085 12.712 20.960
O -13.802 12.753 21.496
O -16.026 13.725 21.182
F -14.675 13.141 19.260
*
```